Computed, not measured: a molecular structure, C20H15AuI2N3O4S, with ωB97M-V with the def2-TZVPD basis set.

Results
net charge: +1
Kohn-Sham gap (spin up / spin down): 0.17294 / 0.17317 Ha
E_HOMO (spin up / spin down): -11.335 / -11.336 eV
2S+1: 1

XYZ file:
```
46
C20H15AuI2N3O4S, DFT ωB97M-V with the def2-TZVPD basis set
Au -0.148 0.089 -0.332
I 5.792 3.653 2.400
C 4.460 2.478 1.346
C 4.604 1.092 1.361
C 3.698 0.306 0.681
I 3.854 -1.754 0.720
C 2.643 0.904 -0.058
O 1.813 0.167 -0.733
C 2.502 2.321 -0.044
C 1.322 2.938 -0.741
N 0.057 2.510 -0.112
C -0.037 2.776 1.314
C 0.440 1.639 2.213
C 0.918 1.926 3.484
C 1.243 0.887 4.338
C 1.082 -0.424 3.911
C 0.612 -0.644 2.634
N 0.316 0.376 1.820
C 3.408 3.086 0.649
H 5.414 0.636 1.912
H 1.419 4.027 -0.701
H 1.292 2.632 -1.787
H -0.757 2.879 -0.596
H 0.524 3.674 1.590
H -1.086 2.943 1.562
H 1.016 2.958 3.795
H 1.615 1.097 5.332
H 1.321 -1.262 4.548
H 0.471 -1.640 2.239
H 3.307 4.163 0.663
O -2.210 -2.243 -0.812
C -2.794 -1.232 -0.495
N -2.147 -0.034 -0.270
S -3.097 1.151 0.365
O -2.813 1.313 1.767
O -2.989 2.333 -0.450
C -4.580 0.239 0.117
C -5.877 0.650 0.337
C -6.880 -0.285 0.105
C -6.576 -1.573 -0.324
C -5.261 -1.968 -0.538
C -4.262 -1.041 -0.312
H -6.106 1.652 0.673
H -7.912 -0.004 0.262
H -7.379 -2.277 -0.495
H -5.011 -2.964 -0.877
```

These are the Löwdin partial charges, in e, on atoms 1 to 6: number 1, Au, carries 1.28; number 2, I, carries 0.97; number 3, C, carries -0.73; number 4, C, carries -0.21; number 5, C, carries -0.64; number 6, I, carries 1.02

***

Computed, not measured: a molecular structure, C23H31CdN3O4P2S, with ωB97M-V with the def2-TZVPD basis set.

Results
relative energy (zero: lowest compared OMol25 entry of this formula, charge and spin): 0.0 kcal per mole
Kohn-Sham gap: 0.31446 Ha
E_HOMO: -7.975 eV
2S+1: 1

XYZ file:
```
65
C23H31CdN3O4P2S, DFT ωB97M-V with the def2-TZVPD basis set
Cd -0.517 1.272 -1.137
C 4.418 2.672 0.940
P 3.149 1.859 -0.124
C 4.207 1.448 -1.565
C 2.985 0.257 0.776
C 4.024 -0.667 0.822
C 3.885 -1.882 1.474
C 2.689 -2.188 2.103
C 1.651 -1.267 2.094
C 1.783 -0.040 1.443
P 0.382 1.146 1.378
C 0.928 2.511 2.466
C -0.901 0.396 2.438
H 5.330 2.076 1.004
H 4.027 2.826 1.946
H 4.660 3.646 0.512
H 5.065 0.830 -1.302
H 4.558 2.395 -1.981
H 3.626 0.922 -2.318
H 4.958 -0.447 0.319
H 4.703 -2.591 1.485
H 2.560 -3.140 2.601
H 0.727 -1.520 2.596
H 1.262 2.103 3.421
H 0.090 3.188 2.631
H 1.736 3.070 1.999
H -0.527 0.138 3.429
H -1.331 -0.483 1.956
H -1.696 1.136 2.530
O -2.336 2.178 -0.038
N -2.769 3.353 -0.441
C -3.937 3.786 0.089
C -4.473 5.002 -0.231
C -3.793 5.810 -1.142
C -2.621 5.353 -1.690
C -2.083 4.100 -1.355
S -0.608 3.570 -2.076
H -4.385 3.087 0.777
H -5.406 5.305 0.220
H -4.183 6.781 -1.416
H -2.069 5.945 -2.405
C -2.491 -4.851 -1.994
C -2.037 -3.401 -2.117
C -1.074 -2.901 -1.004
C -1.627 -3.157 0.419
C -3.042 -2.668 0.710
C 0.233 -3.674 -1.110
O 0.333 -4.842 -0.798
N 1.304 -2.994 -1.626
C 1.416 -1.612 -1.810
O 2.465 -1.158 -2.212
N 0.310 -0.855 -1.536
C -0.874 -1.412 -1.245
O -1.856 -0.646 -1.149
H -3.096 -5.114 -2.862
H -3.104 -5.006 -1.105
H -1.647 -5.536 -1.942
H -2.897 -2.732 -2.102
H -1.541 -3.253 -3.082
H -0.925 -2.712 1.133
H -1.566 -4.234 0.573
H -3.156 -1.606 0.511
H -3.277 -2.855 1.760
H -3.780 -3.203 0.111
H 2.160 -3.515 -1.752
```

These are the Löwdin partial charges, in e, on atoms 1 to 6: number 1, Cd, carries 1.14; number 2, C, carries -0.29; number 3, P, carries 0.88; number 4, C, carries -0.29; number 5, C, carries -0.40; number 6, C, carries -0.09

***

Computed, not measured: a molecular structure, C18H18IOPb, with ωB97M-V with the def2-TZVPD basis set.

Results
relative energy (zero: lowest compared OMol25 entry of this formula, charge and spin): 94.6 kcal per mole
net charge: +1
Kohn-Sham gap (spin up / spin down): 0.13280 / 0.13325 Ha
E_HOMO (spin up / spin down): -11.265 / -11.276 eV
2S+1: 1

XYZ file:
```
39
C18H18IOPb, DFT ωB97M-V with the def2-TZVPD basis set
C 0.420 -1.622 1.596
C -0.892 -1.844 1.111
C -0.793 -2.217 -0.245
H -1.804 -1.746 1.676
C 0.572 -2.218 -0.596
C 1.329 -1.851 0.536
H 2.402 -1.766 0.587
H 0.681 -1.335 2.600
H -1.613 -2.434 -0.905
H 0.963 -2.409 -1.582
C -0.967 2.154 0.290
C -0.632 1.664 1.563
C 0.772 1.492 1.611
H -1.324 1.429 2.354
C 1.309 1.880 0.362
C 0.225 2.282 -0.454
H 0.285 2.592 -1.484
H -1.960 2.347 -0.077
H 1.337 1.134 2.455
H 2.352 1.886 0.093
Pb 0.000 0.000 0.000
O -0.311 -0.152 -3.989
C -1.411 -0.919 -4.466
C -0.134 -0.918 -5.186
H -1.688 -1.773 -3.855
H -2.238 -0.345 -4.873
H 0.504 -1.789 -5.059
H 0.803 -1.906 -7.497
C 0.537 -0.859 -7.576
C 0.053 -0.184 -6.459
C -0.268 1.166 -6.569
H -0.615 1.697 -5.694
C -0.115 1.824 -7.779
H -0.362 2.875 -7.852
C 0.357 1.143 -8.893
H 0.477 1.660 -9.836
C 0.685 -0.201 -8.788
H 1.063 -0.737 -9.648
I -1.256 -0.451 3.682
```

These are the Löwdin partial charges, in e, on atoms 1 to 6: number 1, C, carries -0.35; number 2, C, carries -0.32; number 3, C, carries -0.17; number 4, H, carries 0.01; number 5, C, carries -0.20; number 6, C, carries -0.17

***

For reference, molar mass by record: 844.20; 619.95; 584.44 g/mol.
For reference, F_max by record: 1.24; 0.45; 3.65 eV Å⁻¹.